No. 1
The following is a DFT calculation (the ωB97M-V functional and the def2-TZVPD basis) of 8 unconnected molecules or ions with the total composition C47H40ClF8O7PS.

LUMO level = 0.231 eV
SMILES string = O=C(Cl)C[C@]1(P(=O)(O)O)OC(=O)O[C@@]1(F)S.Fc1ccccc1.Fc1ccccc1.Fc1ccccc1.Fc1ccccc1.Fc1ccccc1.Fc1ccccc1.Fc1ccccc1
Orbital gap = 9.41 eV
Strongest force on any atom = 3.55 eV Å⁻¹

Last column: Mulliken charge in e.
CARTESIAN COORDINATES (ANGSTROEM)
C  1.6727  -3.5206  -2.1309  -0.52
H  -6.0289  -5.3317  -3.8585  0.37
H  -0.0760  -1.5312  -4.2546  0.48
F  -5.2970  -1.9377  8.2812  -0.32
C  -6.5882  -2.7309  6.4797  -0.18
C  -0.5932  -4.6459  3.3103  0.19
H  3.9306  -2.9462  -4.5981  0.47
F  4.8883  0.4769  -2.3297  -0.32
H  4.0313  2.0096  -5.6785  0.40
H  -6.4048  -2.8864  -3.8556  0.37
H  2.0035  -6.2970  0.9749  0.44
H  -4.1147  -0.9724  1.6459  0.54
O  5.7791  4.4570  -5.6250  -0.73
C  1.4982  -5.8030  3.0126  -0.44
C  0.6034  -2.7915  -2.6403  -0.43
H  5.9961  5.6933  -3.5901  0.29
C  -3.9747  -5.1736  -3.2565  -0.51
H  -2.6855  1.1672  -0.2549  0.51
H  -1.9566  -4.6950  -2.6640  0.48
C  6.6023  7.6478  1.5821  -0.45
H  6.2843  9.2253  0.1634  0.36
C  7.5880  5.6284  0.7078  -0.51
C  -2.9374  -4.3138  -2.9214  -0.23
C  1.9419  -2.1871  -4.5288  0.32
C  -2.9843  2.7525  -1.6870  -0.45
H  -3.0134  -1.0572  6.4705  0.40
H  -4.3460  4.7724  1.3126  0.40
C  -7.8075  -2.7851  5.8186  -0.50
C  -3.9068  4.7932  -0.7986  -0.36
C  -4.4014  -2.4251  -3.2442  -0.57
C  -0.8028  -4.6654  1.9387  -0.52
H  7.9566  4.6248  0.8809  0.48
C  -8.8986  -2.0839  6.3170  -0.42
C  -3.4205  4.0590  -1.8735  -0.56
F  2.0793  -1.5360  -5.6961  -0.37
C  0.1389  -5.2622  1.1216  0.26
H  8.0523  2.9749  -5.5970  0.39
C  -5.2216  -4.6595  -3.5931  -0.49
H  3.4585  1.3233  -4.1421  0.46
H  -1.3268  -4.1895  3.9602  0.02
C  -3.2607  -1.0361  5.4161  -0.53
H  -2.8623  -3.1322  5.1071  0.55
O  3.5066  4.3929  -3.6050  -0.39
O  6.4337  4.9065  -3.2126  -0.25
C  -3.0290  2.1808  -0.4224  -0.36
H  3.7094  -4.1364  -2.4253  0.39
C  7.6205  6.1943  -0.5599  -0.20
H  8.0104  5.6271  -1.3945  0.42
C  7.1520  7.4878  -0.7547  -0.65
F  -3.5697  2.3652  1.8633  -0.22
C  3.1721  3.5061  -4.2859  0.64
H  -0.3272  -2.7513  -2.1011  0.70
H  -4.5506  -1.3525  -3.2272  0.45
H  -9.6226  -0.7828  7.8655  0.36
C  2.8741  -3.5747  -2.8258  -0.43
H  -3.8110  -6.2440  -3.2559  0.38
C  -3.8832  -0.9778  2.7043  -0.50
H  7.1811  7.9313  -1.7434  0.41
H  -7.4405  -0.7126  9.0593  0.41
O  8.0153  3.5493  -4.8080  -0.54
C  -3.1656  -2.9503  -2.9176  0.47
C  -5.4342  -3.2865  -3.5894  -0.46
C  0.5573  -5.2118  3.8468  -0.58
H  -4.3030  1.0951  3.0082  0.37
C  5.7901  1.5375  -2.6728  0.49
Cl  1.5043  3.6067  -5.0628  -0.24
C  -3.1708  -2.1963  4.6579  -0.47
H  -7.9063  -3.3739  4.9149  0.37
C  6.6457  8.2157  0.3158  -0.33
C  3.0048  -2.9077  -4.0370  -0.41
H  -2.6095  2.1798  -2.5266  0.41
C  -3.4806  -2.1523  3.3112  0.48
C  -8.7727  -1.3321  7.4796  -0.36
H  0.7219  -5.1923  4.9177  0.38
H  -5.7250  -3.2638  6.1011  0.42
H  -3.3816  4.5074  -2.8591  0.37
F  7.0390  5.8124  2.9895  -0.32
C  -3.5208  2.9215  0.6360  0.39
C  -7.5560  -1.2860  8.1479  -0.43
H  6.2042  8.1959  2.4268  0.40
O  7.0080  0.8079  -2.8090  -0.37
O  8.0204  0.1357  -4.7535  -0.46
O  6.1329  1.2845  -4.9086  -0.48
H  2.3964  -6.2404  3.4309  0.37
C  7.1559  0.6611  -4.1816  0.53
P  6.4455  3.8330  -4.4558  0.69
C  0.7405  -2.1134  -3.8452  -0.56
F  -3.3874  -3.2784  2.5739  -0.35
C  7.0763  6.3615  1.7625  0.36
H  -9.8497  -2.1222  5.7992  0.37
H  4.6343  2.1851  -0.5098  0.20
C  -3.9827  0.1800  3.4652  -0.20
F  -2.1598  -2.1148  -2.5875  -0.27
H  -1.6873  -4.2223  1.5032  0.57
H  -3.7426  1.0546  5.4119  0.39
C  -6.4780  -1.9850  7.6376  0.29
C  -3.9629  4.2194  0.4641  -0.53
C  5.4790  2.2767  -4.0411  0.98
F  -0.0627  -5.2892  -0.2105  -0.26
C  3.9986  2.1983  -4.5765  -1.10
C  -3.6690  0.1503  4.8194  -0.66
S  5.8045  2.5460  -1.1356  -0.19
C  1.2860  -5.8336  1.6409  -0.43
H  -4.2428  5.8123  -0.9449  0.36
H  1.5685  -4.0444  -1.1907  0.39

No. 2
The following is a DFT calculation (the ωB97M-V functional and the def2-TZVPD basis) of a molecular structure, C47H41CeN8O3PS3.

Energy above the lowest of the compared OMol25 structures with the same formula, charge and spin = 0.0 kcal per mole
Total charge = +1
LUMO level (alpha / beta) = -2.338 / -2.336 eV
Spin multiplicity = 2
Orbital gap (alpha / beta) = 7.92 / 7.92 eV
Strongest force on any atom = 1.82 eV Å⁻¹

Last column: Mulliken charge in e.
CARTESIAN COORDINATES (ANGSTROEM)
N  -11.4728  -8.2191  18.6762  -0.20
C  -7.7335  -13.5033  19.4832  -0.42
O  -9.4544  -12.0887  14.7935  -0.10
H  -6.8041  -8.2757  15.7638  0.64
C  -6.9330  -17.7868  14.8381  -0.77
C  -2.6943  -12.6549  16.2566  -1.29
H  -14.6450  -9.2510  18.7223  0.38
C  -5.3183  -9.2285  17.8519  -0.47
C  -9.9435  -13.1136  14.2113  0.16
C  -7.0008  -12.3257  19.4116  0.28
C  -9.9367  -7.1331  16.2603  0.00
P  -6.8728  -11.5771  17.7612  0.61
C  -13.6627  -9.0085  19.0742  -0.81
H  -1.7495  -12.9311  15.8371  0.45
H  -5.5553  -6.9563  12.4474  0.35
H  -5.0015  -8.2039  11.2954  0.23
H  -7.2405  -18.7425  14.4756  0.44
H  -5.9440  -12.1218  22.6684  0.40
C  -3.3067  -9.7156  13.1547  -0.59
C  -7.2898  -15.4147  15.1225  -0.45
C  -2.8827  -12.5716  17.6308  -1.13
H  -7.9356  -6.2265  16.4294  0.50
C  -5.0425  -12.0424  15.8346  1.76
H  -5.8361  -14.4774  16.3842  0.77
H  -4.4882  -16.4739  16.7349  0.51
N  -12.1603  -8.7313  20.8819  -0.62
C  -12.9647  -8.5115  16.7429  -0.72
H  -10.4466  -15.4281  12.9773  0.60
C  -5.0724  -7.8722  18.1677  -0.63
C  -13.3556  -9.0803  20.4074  -0.12
H  -5.0998  -11.4225  9.3271  0.47
C  -4.1632  -12.3257  18.1217  -0.18
H  -6.9022  -9.6844  9.3938  0.50
C  -7.5081  -9.9254  10.2310  -0.58
C  -9.8474  -9.3283  15.3782  -0.54
H  -8.2055  -13.9076  18.5926  0.46
H  -14.1446  -9.4128  21.1108  0.37
C  -11.2837  -8.2903  19.9853  -0.14
H  -2.0928  -12.7218  18.3487  0.44
C  -5.7669  -17.7575  15.5382  -0.78
C  -5.3712  -16.5266  16.1147  -0.51
N  -5.9656  -12.5047  12.3797  0.61
C  -6.1118  -15.4043  15.9258  -0.26
C  -8.5288  -7.1119  16.1979  -1.47
N  -8.2602  -11.0373  12.1201  0.07
H  -8.4496  -9.4816  19.1552  0.31
H  -3.5569  -12.4587  14.2943  0.34
H  -11.4015  -10.1797  11.8697  0.26
S  -9.1409  -9.4173  10.3545  -0.30
C  -4.7364  -7.6527  12.2118  -1.03
C  -8.8215  -16.6466  13.6830  -1.00
H  -8.4308  -15.0616  20.6877  0.49
H  -5.2028  -18.6759  15.7305  0.39
H  -9.1008  -17.5390  13.1505  0.49
O  -5.8168  -9.5885  13.6565  -0.52
H  -5.9361  -10.8587  20.5693  0.43
C  -7.2824  -7.6997  19.0734  -0.39
N  -10.5901  -10.5937  12.3213  -0.09
H  -10.7945  -11.4178  12.9118  0.04
H  -3.9099  -14.8864  12.9179  0.30
C  -6.5072  -9.8250  18.2257  0.39
O  -11.0444  -13.1681  13.6682  -0.85
C  -9.3795  -10.4239  11.7653  0.13
C  -9.5401  -15.4918  13.5379  -0.96
H  -7.0919  -14.3294  22.6680  0.36
H  -4.3024  -12.3590  19.1830  0.48
C  -7.8876  -8.2473  15.7675  -0.36
H  -3.8116  -7.0902  12.0485  0.46
H  -3.5689  -10.2782  12.2325  0.08
H  -10.4732  -6.2313  16.6375  0.37
Ce  -7.1987  -11.5183  14.5834  1.31
N  -8.5095  -9.3640  15.3511  0.91
H  -8.0517  -7.1170  19.5458  0.35
C  -6.4170  -11.8167  20.5699  -0.76
C  -9.0807  -14.3534  14.1956  0.56
C  -7.0781  -13.7534  21.7531  -0.52
C  -12.6749  -8.5255  18.1974  1.04
H  -12.5244  -8.4965  14.7577  0.42
S  -4.6103  -8.6554  13.6550  0.40
C  -7.5019  -9.0290  18.8299  -0.38
C  -12.0985  -8.4353  15.7469  -0.91
H  -5.1091  -14.3551  14.0059  -0.37
C  -3.7533  -12.4020  15.3946  -0.58
C  -5.1850  -11.8993  10.2847  -0.26
H  -5.8936  -6.0702  19.0167  0.43
C  -5.0518  -13.4137  12.2118  0.20
H  -3.0868  -10.3579  13.9686  0.03
C  -7.7931  -14.2113  20.6872  -0.69
H  -4.1290  -7.4341  17.8531  0.40
H  -10.3778  -10.2192  15.0465  0.53
S  -4.1983  -13.2614  10.7188  -0.26
H  -10.3016  -8.0607  20.3503  0.45
N  -7.9534  -14.2552  14.8826  0.42
C  -10.6123  -8.2704  15.8269  0.18
C  -6.4409  -12.5036  21.7667  -0.71
N  -4.8318  -14.4655  13.0248  -0.17
C  -6.0558  -7.1061  18.7626  -0.71
C  -5.2007  -12.0492  17.2418  0.18
C  -7.6870  -16.6221  14.5396  0.72
C  -6.0664  -11.6576  11.2799  -0.55
H  -4.5257  -9.7707  17.3547  0.29
H  -14.0247  -8.5760  16.4816  0.32
C  -7.2485  -10.7923  11.2348  0.07
H  -2.4189  -9.1342  12.9725  0.61